(1)
C16H54O19 | ωB97M-V with the def2-TZVPD basis set

## Properties
HOMO energy in eV: -9.4
Total charge: 0
HOMO-LUMO gap in eV: 9.46
SMILES: OCCO.OCCO.OCCO.OCCO.OCCO.OCCO.OCCO.OCCO.O.O.O

Element x y z (Å)
1 O 4.340899 -1.441894 5.835205
2 C 3.735714 -2.053318 4.666139
3 C 3.161069 -0.945435 3.778553
4 O 4.233154 -0.338318 3.042838
5 H 4.671813 -2.135941 6.409725
6 H 4.460152 -2.715661 4.192237
7 H 2.945835 -2.673182 5.100039
8 H 2.738754 -0.220019 4.475210
9 H 2.408733 -1.319421 3.086338
10 H 4.368928 0.539077 3.406508
11 O 0.470006 5.185240 0.557890
12 C 1.639894 4.317962 0.496101
13 C 2.056590 3.754341 1.835487
14 O 2.134794 4.809542 2.813914
15 H 0.412377 5.731418 1.346832
16 H 1.429346 3.656992 -0.336309
17 H 2.437100 5.046059 0.324029
18 H 3.060970 3.330646 1.730549
19 H 1.490021 2.929650 2.271160
20 H 2.531082 4.465876 3.616710
21 O -3.372763 3.668110 -2.176245
22 C -4.591725 2.920297 -2.216973
23 C -4.321414 1.660094 -1.377395
24 O -3.098636 1.009407 -1.683629
25 H -3.103855 3.722450 -1.234446
26 H -5.370850 3.399737 -1.617982
27 H -4.855014 2.746206 -3.256169
28 H -5.128819 0.928547 -1.464354
29 H -4.312693 1.944562 -0.320602
30 H -2.500832 1.697473 -2.008137
31 O 0.345614 -1.630738 -0.961946
32 C -0.449973 -0.488142 -0.965263
33 C 0.236527 0.753662 -0.420324
34 O 0.699147 0.456564 0.906258
35 H -0.286179 -2.345233 -0.837254
36 H -0.948417 -0.283679 -1.927771
37 H -1.409814 -0.707504 -0.475103
38 H -0.422673 1.614232 -0.507592
39 H 1.131584 0.924835 -1.029016
40 H 1.194652 -0.366439 0.781678
41 O 2.477660 -0.880433 -4.795031
42 C 1.996700 -0.158236 -3.674244
43 C 0.964387 0.874700 -4.142778
44 O -0.082655 0.279681 -4.890857
45 H 1.721660 -1.124128 -5.338532
46 H 1.440809 -0.919919 -3.121350
47 H 2.852015 0.332770 -3.216278
48 H 1.398896 1.628933 -4.807268
49 H 0.572176 1.391745 -3.261443
50 H -0.892017 0.750960 -4.684995
51 O -0.889739 -4.489422 -1.329375
52 C -0.961314 -4.491429 0.092391
53 C -1.477320 -5.810293 0.638790
54 O -2.831188 -6.123483 0.251916
55 H -1.131520 -5.368482 -1.629106
56 H 0.028727 -4.287537 0.512662
57 H -1.594449 -3.639162 0.356639
58 H -1.440555 -5.866745 1.727296
59 H -0.828753 -6.637736 0.332397
60 H -2.746171 -6.557804 -0.601418
61 O -4.470774 2.140762 2.348316
62 C -3.446106 2.270369 3.344012
63 C -2.248781 1.394541 3.089338
64 O -1.211268 2.089371 2.378086
65 H -4.999479 2.940712 2.406895
66 H -3.168299 3.325074 3.404120
67 H -3.815598 1.986955 4.333768
68 H -2.583476 0.657930 2.349084
69 H -1.864450 0.892638 3.975419
70 H -0.416087 1.542844 2.371098
71 O 2.842844 -2.935603 -2.191485
72 C 4.121951 -2.979047 -1.572803
73 C 4.345468 -1.817803 -0.627642
74 O 3.305790 -1.733836 0.370781
75 H 2.213460 -2.657261 -1.515229
76 H 4.270019 -3.978395 -1.154364
77 H 4.870308 -2.884026 -2.363441
78 H 4.369766 -0.885013 -1.193947
79 H 5.301505 -1.993650 -0.127871
80 H 3.725034 -1.225451 1.073864
81 O -2.575164 -1.417693 -3.960968
82 H -1.975030 -1.179036 -4.676550
83 H -2.969366 -0.586333 -3.676257
84 O -1.827456 3.535904 -0.045582
85 H -1.794382 2.919430 0.702602
86 H -1.027496 4.080147 0.037172
87 O -3.747004 -1.611006 -1.327940
88 H -4.493750 -1.668433 -0.725358
89 H -3.470629 -0.676123 -1.301421

Cartesian forces (eV/Å) of the 3 atoms listed first:
0.04 0.41 -0.71
-0.34 -0.06 1.37
1.18 -0.46 0.76

=====

(2)
C20H16ClN6O8RbS2 | ωB97M-V with the def2-TZVPD basis set

## Properties
HOMO energy in eV: -2.3
Total charge: -2
HOMO-LUMO gap in eV: 6.32

Element x y z (Å)
1 Rb 1.712916 -0.663813 1.368821
2 O -0.264068 4.749994 -2.355933
3 C -1.094341 4.658505 -1.342625
4 O -1.980346 5.469225 -1.154253
5 C -0.927369 3.476659 -0.448050
6 C -1.769740 3.146893 0.595820
7 Cl -3.223530 3.879451 1.117284
8 N -1.311336 2.013686 1.169673
9 N -0.206546 1.574413 0.539613
10 C 0.042428 2.433233 -0.428287
11 C 1.246112 2.156337 -1.317699
12 O 1.347601 2.879748 -2.356670
13 O 2.010241 1.255533 -0.969312
14 C -1.806976 1.239711 2.264429
15 C -2.237804 1.840448 3.436841
16 C -2.655393 1.033835 4.483605
17 C -2.616416 -0.350263 4.369380
18 C -2.155953 -0.937768 3.200150
19 C -1.756208 -0.138057 2.139675
20 H 0.444663 3.973846 -2.356061
21 H -2.210788 2.914921 3.540169
22 H -2.979604 1.493395 5.409503
23 H -2.921775 -0.970337 5.203427
24 H -2.068034 -2.013205 3.101852
25 H -1.368570 -0.587978 1.235689
26 S 0.057918 -4.066291 1.443355
27 C -0.912722 -3.402179 0.185838
28 C -1.915445 -4.164797 -0.476750
29 C -2.691636 -3.599135 -1.455670
30 C -2.496580 -2.257858 -1.808516
31 C -1.498013 -1.581738 -1.136075
32 N -0.724086 -2.117935 -0.190676
33 H -2.049303 -5.196253 -0.179699
34 H -3.456286 -4.191893 -1.947749
35 H -3.093390 -1.763225 -2.563225
36 H -1.289870 -0.537276 -1.364739
37 O 1.044992 2.215565 3.275731
38 N 1.599711 1.140096 3.384385
39 O 1.151594 0.121868 3.854413
40 C 4.304595 0.038503 -2.973186
41 N 3.256216 -0.962742 -2.958908
42 C 1.916750 -0.681205 -3.179278
43 C 1.229927 -1.819854 -2.979884
44 N 2.165873 -2.786395 -2.645427
45 C 3.419573 -2.269265 -2.639093
46 S 4.857201 -3.106795 -2.341160
47 H 4.586239 0.281388 -3.999541
48 H 5.165891 -0.375456 -2.455617
49 H 3.928705 0.921078 -2.458539
50 H 1.592640 0.320721 -3.400168
51 H 0.176215 -2.023807 -3.009721
52 H 1.980478 -3.719422 -2.321116
53 O 3.553193 -0.083387 3.028129
54 O 2.890453 1.139273 2.865845

Cartesian forces (eV/Å) of the 3 atoms listed first:
-0.62 -1.40 -2.01
0.01 0.12 0.17
-0.05 -0.10 -0.22

=====

(3)
C6H14N2O2PPt | ωB97M-V with the def2-TZVPD basis set

## Properties
HOMO energy in eV: -13.3
Total charge: +1
HOMO-LUMO gap in eV: 5.38

Element x y z (Å)
1 C 1.445669 1.708454 0.580377
2 C 0.343074 1.634693 -0.474400
3 N -0.597204 0.505621 -0.301188
4 C 0.029477 -0.798175 -0.297213
5 C -0.446105 -1.541502 1.017872
6 N 0.286101 -1.365366 2.100802
7 P 1.913948 -1.932958 2.020191
8 O 2.765414 -0.973379 2.703652
9 C -1.674655 0.502060 -1.194021
10 C -1.836559 1.469225 -2.312097
11 O -2.548050 -0.314024 -1.042923
12 H 1.776376 0.748730 0.961167
13 H 1.139090 2.307150 1.420849
14 H 2.311101 2.156015 0.117451
15 H 0.770893 1.677187 -1.470487
16 H -0.243327 2.538085 -0.377154
17 H 1.097370 -0.790688 -0.437941
18 H -0.374102 -1.377042 -1.122265
19 H -1.474494 -1.084957 1.266590
20 H -0.656576 -2.678236 0.746421
21 H 1.991016 -3.202954 2.631454
22 H 2.341722 -2.103076 0.684200
23 H -2.635688 2.156471 -2.070413
24 H -2.131580 0.906564 -3.184147
25 H -0.949592 2.030458 -2.562060
26 Pt -2.643317 -2.178354 0.595280

Cartesian forces (eV/Å) of the 3 atoms listed first:
-0.21 -0.29 -0.35
0.18 0.49 0.77
1.00 0.39 -1.35

=====

(4)
C6H12 | ωB97M-V with the def2-TZVPD basis set

## Properties
HOMO energy in eV: -9.7
Total charge: 0
HOMO-LUMO gap in eV: 10.80
SMILES: CC1CCCC1

Element x y z (Å)
1 C -1.881299 0.441549 0.158421
2 C -0.555191 0.438649 -0.604916
3 C -0.088154 -1.038154 -0.799493
4 C 0.857991 -1.279149 0.418496
5 C 1.486817 0.099338 0.793996
6 C 0.634704 1.155056 -0.012918
7 H -1.961125 -0.302813 0.956732
8 H -2.665626 0.206180 -0.574781
9 H -2.094719 1.434050 0.569364
10 H -0.753212 1.339512 -1.290532
11 H 0.464299 -1.191816 -1.728135
12 H -0.909534 -1.771032 -0.775089
13 H 0.300318 -1.675974 1.277996
14 H 1.614132 -2.048210 0.191821
15 H 1.494262 0.233247 1.874831
16 H 2.544120 0.112095 0.477835
17 H 0.018702 2.125564 0.121697
18 H 1.286435 1.555807 -0.791793

Cartesian forces (eV/Å) of the 3 atoms listed first:
-0.07 0.00 0.24
-0.32 0.50 -0.56
-0.02 0.33 -0.33

=====

no.,LUMO energy (eV),DFT total energy (a.u.)
1,0.044,-2071.39606
2,4.064,-2982.85022
3,-7.880,-957.16379
4,1.119,-235.74904